78
Properties=species:S:1:pos:R:3:lowdin_charge:R:1 method="wB97M-V/def2-TZVPD" homo_lumo_gap_ev=7.9388 total_energy_ev=-61454.3465
Be 2.2927 -0.7566 -0.3584 0.046
C -2.0935 0.0393 6.3341 -0.119
C -2.6434 -0.1735 5.1419 -0.118
C -3.5937 0.7504 4.4231 -0.197
C -2.8614 1.8239 3.5529 -0.188
C -1.7665 2.6693 4.1296 -0.121
C -1.6241 3.0459 5.3887 -0.116
C -2.5592 2.6318 6.4967 -0.195
C -2.2252 1.2676 7.1741 -0.192
C 3.4386 -0.3752 0.9885 -0.196
H -1.5088 -0.7641 6.8034 0.106
H -2.4287 -1.1086 4.5961 0.094
H -4.3277 1.2072 5.1153 0.102
H -4.1649 0.1261 3.6979 0.107
H -2.4147 1.2928 2.7017 0.087
H -3.6597 2.4300 3.0993 0.115
H -1.0859 3.0499 3.3543 0.103
H -0.8035 3.7370 5.6614 0.107
H -3.6003 2.6215 6.1280 0.097
H -2.4632 3.3923 7.2932 0.108
H -1.2654 1.3697 7.6957 0.108
H -2.9933 1.1061 7.9435 0.113
H 3.6339 -1.2586 1.6247 -0.008
H 2.9702 0.3804 1.6428 0.003
H 4.3768 0.0497 0.6155 -0.041
P 0.1143 -2.1757 -1.6491 1.050
P 2.3075 0.4784 -2.0678 1.087
C -0.3139 -0.5369 -2.2529 -0.310
C 0.5763 0.4148 -2.5672 -0.319
C -0.4001 -3.2566 -3.0550 -0.384
C -1.4398 -2.8812 -3.9126 -0.099
C -1.8505 -3.7202 -4.9565 -0.085
C -1.1996 -4.9381 -5.1791 -0.091
C -0.1177 -5.3014 -4.3591 -0.088
C 0.2937 -4.4598 -3.3128 -0.097
C -1.3512 -2.3161 -0.5296 -0.335
C -1.4571 -1.3532 0.4863 -0.125
C -2.2466 -1.5926 1.6028 -0.085
C -3.0702 -2.7225 1.6455 -0.081
C -3.0085 -3.6738 0.6146 -0.081
C -2.1203 -3.4849 -0.4560 -0.078
C 2.9592 0.8571 -3.7487 -0.328
C 2.6145 -0.0062 -4.8153 -0.090
C 2.8827 0.3721 -6.1361 -0.074
C 3.4989 1.6120 -6.3944 -0.081
C 3.8344 2.4759 -5.3383 -0.075
C 3.5744 2.0893 -4.0187 -0.081
C 2.3945 2.0869 -1.1731 -0.353
C 3.5604 2.3991 -0.4532 -0.115
C 3.6444 3.5985 0.2517 -0.062
C 2.5781 4.5066 0.2082 -0.074
C 1.4291 4.2073 -0.5286 -0.075
C 1.3251 2.9914 -1.2059 -0.076
H -1.3953 -0.3925 -2.4191 0.088
H 0.2995 1.2520 -3.2260 0.092
H -1.9432 -1.9287 -3.7704 0.091
H -2.6813 -3.4205 -5.5983 0.102
H -1.5229 -5.5988 -5.9884 0.102
H 0.4042 -6.2450 -4.5397 0.102
H 1.1445 -4.7386 -2.6890 0.100
H -0.9319 -0.3995 0.4240 0.103
H -2.1827 -0.8962 2.4383 0.071
H -3.6914 -2.9000 2.5264 0.101
H -3.6470 -4.5565 0.6374 0.099
H -2.0115 -4.2576 -1.2235 0.102
H 2.0951 -0.9451 -4.6164 0.106
H 2.6030 -0.2874 -6.9696 0.110
H 3.7061 1.9143 -7.4283 0.105
H 4.2898 3.4575 -5.5363 0.110
H 3.8063 2.7696 -3.1962 0.101
H 4.3872 1.6844 -0.4270 0.094
H 4.5494 3.8253 0.8175 0.111
H 2.6603 5.4609 0.7216 0.104
H 0.6055 4.9202 -0.5929 0.106
H 0.4208 2.7528 -1.7663 0.094
O 1.0200 -2.6893 2.2082 0.053
N 1.1950 -1.5599 1.8951 0.008
O 1.1795 -1.4460 0.3760 -0.458

=====

140
Properties=species:S:1:pos:R:3:lowdin_charge:R:1 method="wB97M-V/def2-TZVPD" homo_lumo_gap_ev=9.3597 total_charge=+1 total_energy_ev=-802380.6226
C 3.8377 -0.9210 1.5302 -0.106
C 2.5177 -0.0920 1.4979 -0.235
C 2.7068 1.3162 0.8558 -0.193
N 1.3943 1.9746 0.6397 0.048
C 0.6618 1.3110 -0.3814 -0.174
C 0.8973 1.3402 -1.7629 -0.053
C 2.0066 2.1470 -2.4475 -0.134
O 1.5276 3.2891 -3.1361 -0.142
C 1.7446 4.5077 -2.4231 -0.258
C 0.5238 4.9033 -1.5084 -0.059
N -0.0484 0.5037 -2.3751 0.017
C -0.1577 0.2041 -3.8044 -0.076
C 0.8249 -0.9235 -4.2792 -0.127
C 1.0214 -2.0452 -3.2122 -0.079
C -0.2239 -2.9040 -2.9544 -0.500
O -0.5467 -3.1956 -1.8151 0.066
O -1.0012 -3.3544 -3.9815 0.023
C -0.8030 -0.0020 -1.3816 -0.012
N -0.4328 0.4425 -0.1818 0.056
C -0.9581 0.1212 1.1568 -0.107
C -2.2003 0.9524 1.5647 -0.145
C -3.5427 0.5665 0.8553 -0.156
C -3.7385 -0.9415 0.5153 -0.189
N -4.2239 -1.7556 1.6639 -0.139
C -5.0841 -2.8518 1.1840 -0.072
C -3.1189 -2.2437 2.4627 -0.464
C -2.1854 -3.3921 2.0177 -0.006
O -2.9319 -1.7550 3.5601 0.030
H 4.7047 -0.3293 1.8891 0.064
H 3.6766 -1.7407 2.2648 0.082
H 4.0552 -1.3771 0.5403 0.043
H 2.1294 0.0805 2.5254 0.114
H 1.7537 -0.7022 0.9654 0.099
H 3.2880 1.1696 -0.0868 0.109
H 3.2969 1.9538 1.5483 0.130
H 1.4832 2.9613 0.4072 0.099
H 2.5341 1.4858 -3.1682 0.088
H 2.7445 2.4086 -1.6592 0.120
H 2.6924 4.5413 -1.8467 0.086
H 1.8202 5.3047 -3.1927 0.089
H 0.8499 4.9973 -0.4471 0.040
H -0.2914 4.1517 -1.5650 0.076
H 0.0749 5.8714 -1.8159 0.081
H 0.0352 1.1102 -4.4095 0.143
H -1.1922 -0.1623 -3.9642 0.116
H 0.4217 -1.3729 -5.2141 0.129
H 1.8152 -0.5018 -4.5651 0.095
H 1.8183 -2.7400 -3.5667 0.114
H 1.3252 -1.6504 -2.2212 0.120
H -1.4549 -4.1464 -3.6299 0.060
H -1.6219 -0.7151 -1.5430 0.135
H -0.1509 0.3697 1.8763 0.119
H -1.0906 -0.9748 1.2154 0.113
H -2.2736 0.9517 2.6732 0.098
H -1.9904 2.0151 1.2923 0.122
H -3.7561 1.1766 -0.0501 0.112
H -4.3542 0.8216 1.5715 0.072
H -4.5669 -0.9857 -0.2299 0.094
H -2.8637 -1.4231 0.0135 0.096
H -6.0108 -2.3981 0.7675 0.090
H -4.6356 -3.4504 0.3522 0.091
H -5.3645 -3.5151 2.0263 0.103
H -2.3611 -4.3081 2.6338 0.059
H -2.2145 -3.6334 0.9369 0.077
H -1.1467 -3.0751 2.2625 0.089
C -5.7552 1.6067 4.8022 -2.003
Cl -4.8095 3.0236 5.2879 0.499
Cl -6.8787 2.0673 3.5055 0.507
Cl -4.6707 0.3377 4.2157 0.608
Cl -6.6715 1.0119 6.1913 0.510
C 4.8381 6.8238 0.3133 -2.025
Cl 5.7355 5.9677 -0.9495 0.506
Cl 3.4520 5.8310 0.8203 0.514
Cl 5.8912 7.0925 1.7013 0.511
Cl 4.2532 8.3715 -0.3133 0.539
C 4.8005 6.2295 -5.1211 -2.020
Cl 4.8660 4.4693 -4.9048 0.480
Cl 6.4326 6.8649 -5.3643 0.546
Cl 3.7973 6.6214 -6.5249 0.540
Cl 4.0926 6.9386 -3.6628 0.506
C 7.5125 4.2630 4.1100 -2.037
Cl 6.7898 3.6675 5.6110 0.531
Cl 7.9618 5.9648 4.3053 0.522
Cl 8.9545 3.3117 3.7289 0.530
Cl 6.3397 4.1098 2.7894 0.466
C -2.3321 -7.6619 3.3407 -2.053
Cl -2.3301 -9.4295 3.3180 0.535
Cl -0.6698 -7.0654 3.1961 0.516
Cl -3.2939 -7.0540 1.9812 0.510
Cl -3.0348 -7.0885 4.8597 0.527
C -3.8819 -5.5050 -5.9192 -2.010
Cl -5.3897 -4.6215 -5.6438 0.504
Cl -3.1882 -5.9854 -4.3534 0.546
Cl -4.2029 -6.9503 -6.8815 0.521
Cl -2.7369 -4.4618 -6.7768 0.543
C 7.2126 -0.8673 -0.9880 -2.020
Cl 5.7908 -0.9733 -2.0472 0.479
Cl 8.6732 -0.7537 -1.9769 0.532
Cl 7.0675 0.5717 0.0314 0.530
Cl 7.2936 -2.3126 0.0247 0.509
C 11.2572 -3.7849 -1.2421 -2.040
Cl 10.5828 -3.2578 0.3058 0.505
Cl 9.9408 -4.4274 -2.2407 0.487
Cl 11.9986 -2.4059 -2.0687 0.518
Cl 12.4762 -5.0359 -0.9702 0.541
C 5.1089 0.8440 -6.7102 -2.027
Cl 6.7599 0.2531 -6.4882 0.543
Cl 4.0866 -0.4668 -7.3220 0.522
Cl 4.4706 1.4040 -5.1503 0.480
Cl 5.1062 2.1840 -7.8618 0.542
C -4.2944 -11.0936 -6.8668 -2.046
Cl -5.6238 -11.3831 -5.7354 0.525
Cl -2.9691 -10.2746 -6.0234 0.500
Cl -3.7184 -12.6367 -7.5104 0.531
Cl -4.8672 -10.0759 -8.2011 0.502
C -5.7653 6.8880 7.1206 -2.040
Cl -7.1968 6.1245 6.4107 0.516
Cl -4.3056 6.1436 6.4440 0.491
Cl -5.7709 8.6180 6.7479 0.529
Cl -5.7820 6.6605 8.8743 0.505
C -4.0959 6.7237 12.9859 -2.049
Cl -3.5944 5.1899 13.7132 0.521
Cl -5.8440 6.6975 12.6988 0.509
Cl -3.6974 8.0553 14.0807 0.525
Cl -3.2519 6.9511 11.4462 0.501
C 4.9225 -4.8816 -2.8804 -2.035
Cl 4.7557 -3.8806 -4.3338 0.510
Cl 4.0755 -4.1030 -1.5296 0.495
Cl 4.2153 -6.4752 -3.1764 0.542
Cl 6.6367 -5.0584 -2.4784 0.507
C -10.5335 1.6436 7.1752 -2.043
Cl -10.0529 0.1054 7.9113 0.517
Cl -12.2853 1.6555 6.9218 0.527
Cl -10.0814 2.9774 8.2478 0.521
Cl -9.7067 1.8333 5.6223 0.475
C -5.3070 -1.0974 -3.8145 -2.023
Cl -5.1542 0.6671 -3.7787 0.532
Cl -6.4657 -1.6159 -2.5815 0.546
Cl -5.8604 -1.6203 -5.4057 0.518
Cl -3.7247 -1.8318 -3.4885 0.535

=====

94
Properties=species:S:1:pos:R:3:mulliken_spin:R:1 method="wB97M-V/def2-TZVPD" homo_lumo_gap_ev="2.4222 / 2.4129" total_charge=-1 multiplicity=2 total_energy_ev=-117898.9579
Mn -1.3319 0.3410 -0.4751 0.951
O -5.9528 -1.7353 3.2762 0.000
C -6.0993 -0.4348 3.3228 -0.001
O -7.0300 0.0801 3.9116 0.000
C -5.1003 0.4049 2.6143 0.004
C -5.1336 1.7935 2.5549 -0.008
Cl -6.1375 2.8645 3.4114 0.000
N -4.1190 2.2151 1.7498 -0.003
N -3.4229 1.1577 1.3053 0.018
C -3.9879 0.0676 1.7984 0.000
C -3.4208 -1.2758 1.4072 0.007
O -3.9003 -2.2995 1.9471 0.001
O -2.5243 -1.2758 0.5512 0.002
C -3.8127 3.5327 1.3790 -0.001
C -2.4771 3.9051 1.2176 0.002
C -2.1632 5.2078 0.8845 0.000
C -3.1658 6.1576 0.7359 0.000
C -4.4921 5.7819 0.8753 0.000
C -4.8232 4.4729 1.1673 0.001
H -5.0978 -2.0332 2.7426 0.000
H -1.7033 3.1644 1.3522 0.003
H -1.1279 5.4871 0.7544 0.000
H -2.9062 7.1823 0.5101 0.000
H -5.2794 6.5112 0.7489 0.000
H -5.8588 4.1821 1.2206 0.000
F 3.6786 -1.1928 3.3458 0.000
C 3.6134 -1.4623 1.9908 0.000
C 2.3951 -1.2938 1.3859 0.001
C 2.2435 -1.5941 0.0098 -0.004
C 1.0121 -1.3059 -0.6551 -0.008
O 0.0759 -0.7450 0.0043 0.007
C 0.9300 -1.6636 -2.0484 -0.007
C 1.9782 -2.2891 -2.6346 -0.006
N 3.1663 -2.5584 -1.9839 0.000
C 4.1088 -3.4343 -2.5913 0.000
C 3.5980 -4.7352 -3.1324 0.000
C 4.4298 -4.7247 -1.8888 0.000
C 3.3448 -2.1421 -0.6787 0.000
C 4.5798 -2.2321 -0.0610 0.000
C 4.7488 -1.8785 1.3057 -0.002
N 6.0859 -1.9103 1.8172 0.000
C 6.3697 -1.3130 3.0855 0.000
C 6.0797 -2.2727 4.2566 0.000
N 6.8731 -3.5148 4.0390 0.000
C 6.5515 -4.1488 2.7310 0.000
C 6.8359 -3.1179 1.6237 0.000
C -0.3189 -1.3824 -2.8968 0.004
O -0.3403 -1.8508 -4.0354 0.002
O -1.2400 -0.6931 -2.3818 0.012
H 1.5487 -0.9078 1.9294 0.000
H 1.9192 -2.5958 -3.6686 0.000
H 4.9197 -2.9337 -3.1168 0.000
H 4.0195 -5.1304 -4.0437 0.000
H 2.5400 -4.9156 -3.0164 0.000
H 5.4442 -5.0955 -1.9368 0.000
H 3.9329 -4.9087 -0.9482 0.000
H 5.4474 -2.5024 -0.6401 0.000
H 5.7784 -0.4058 3.2017 0.000
H 7.4337 -1.0356 3.1119 0.000
H 5.0233 -2.5310 4.2665 0.000
H 6.3499 -1.8313 5.2160 0.000
H 6.7161 -4.1768 4.8022 0.000
H 7.8649 -3.2484 4.0241 0.000
H 5.4905 -4.4005 2.7083 0.000
H 7.1511 -5.0524 2.6127 0.000
H 6.5696 -3.5510 0.6619 0.000
H 7.9064 -2.8737 1.6034 0.000
O 1.7947 2.3721 1.5590 0.001
C 0.8523 2.1227 0.8358 -0.004
O -0.2943 1.6979 1.0558 0.013
C 1.0432 2.4961 -0.7887 0.002
O 1.8989 3.3240 -1.0317 -0.001
O 0.2235 1.9030 -1.5014 0.000
C -4.6541 0.6804 -4.0172 0.000
N -4.3212 0.8979 -2.6266 -0.002
C -4.4407 -0.2916 -1.8124 0.011
C -3.4279 1.8532 -2.2551 0.018
N -2.6413 1.6988 -1.2409 -0.013
N -3.4715 3.0229 -3.0098 -0.001
C -2.3416 3.9219 -2.9307 0.000
C -4.7455 3.6837 -3.1925 0.000
H -4.1472 -0.2143 -4.3904 0.000
H -4.3509 1.5294 -4.6225 0.000
H -5.7363 0.5408 -4.1065 0.000
H -5.3701 -0.7921 -2.0800 0.000
H -4.4808 -0.0040 -0.7663 -0.004
H -3.5952 -0.9732 -1.9446 0.001
H -2.1955 2.5807 -0.9761 0.000
H -2.4527 4.6630 -2.1282 0.000
H -2.2600 4.4514 -3.8816 0.000
H -1.4318 3.3452 -2.7711 0.001
H -5.5600 2.9742 -3.0657 0.000
H -4.8084 4.1249 -4.1932 0.000
H -4.8729 4.4882 -2.4554 0.000

=====

Number 1: strongest force on any atom 3.43 eV/A. Number 2: strongest force on any atom 1.97 eV/A. Number 3: strongest force on any atom 4.51 eV/A.